Entry 1:
2 unconnected molecules or ions with the total composition C5H8N2, computed with ωB97M-V/def2-TZVPD.

XYZ file:
```
15
Properties=species:S:1:pos:R:3:forces:R:3:nbo_charge:R:1
C 2.032193 -0.935455 -0.235548 -0.18 0.12 0.04 0.106
N 0.888964 -0.379448 -0.163467 0.50 -0.12 -0.05 -0.174
C 0.678810 1.096847 -0.208156 -0.45 -0.23 0.02 -0.102
C -0.679308 1.093723 -0.098894 0.13 0.10 -0.04 -0.452
C -1.202182 -0.264994 -0.008449 0.01 -0.16 -0.01 0.288
C -2.637566 -0.651314 0.086074 0.00 -0.03 0.00 -0.660
N -0.269582 -1.173688 -0.041508 -0.21 0.27 0.01 -0.356
H 2.900284 -0.291829 -0.329830 -0.16 -0.07 0.01 0.232
H 2.094485 -2.018726 -0.189291 -0.05 0.15 -0.03 0.211
H 3.620795 1.886325 0.583516 -0.01 0.03 0.00 -0.060
H 2.898951 1.863388 0.372102 0.18 0.05 0.05 0.034
H -1.309215 1.976383 -0.084035 0.10 -0.15 -0.01 0.224
H -3.176171 -0.245836 -0.777629 0.05 -0.07 0.13 0.237
H -3.090713 -0.218301 0.984588 0.09 -0.04 -0.13 0.237
H -2.749752 -1.737076 0.110529 0.01 0.16 -0.01 0.236
```
Forces are in eV/Å.

- Gap between HOMO and LUMO: 7.68 eV
- HOMO energy: -8.449 eV
- E_tot: -304.6612 Eh
- M: 96.133 g mol⁻¹
- Relative energy (zero: lowest compared OMol25 entry of this formula, charge and spin): 457.7 kJ/mol
- Total charge: 0

=====

Entry 2:
2 unconnected molecules or ions with the total composition C5H8N2, computed with ωB97M-V/def2-TZVPD.

XYZ file:
```
15
Properties=species:S:1:pos:R:3:forces:R:3:nbo_charge:R:1
C 0.543364 0.408162 -2.167173 -0.07 -0.21 -1.04 -0.370
C 0.313447 -0.459155 -1.131027 0.50 0.25 0.22 -0.117
C 1.358944 -0.599256 -0.178254 0.38 -0.12 -1.04 0.026
N 0.807677 -0.360682 0.994725 -0.92 0.09 1.43 -0.499
C -0.600592 -0.291979 0.880771 0.61 -0.77 0.32 0.329
N -1.319852 -0.210439 2.077348 -0.18 0.24 -0.06 -0.827
C -0.933564 -0.552231 -0.405111 -0.12 0.66 0.02 -0.350
H 1.550246 0.600113 -2.527262 -0.14 -0.01 0.13 0.193
H -0.273032 0.810506 -2.758443 0.08 -0.07 0.07 0.196
H 0.205333 1.775980 0.320054 -0.03 0.23 0.01 -0.202
H 2.427381 -0.527471 -0.333253 -0.18 0.04 -0.04 0.209
H 1.275253 -0.334883 1.889703 -0.09 -0.13 -0.16 0.422
H -1.171544 0.696449 2.510273 -0.07 -0.10 0.04 0.380
H -2.311648 -0.326318 1.906121 0.11 0.00 0.05 0.383
H -1.914092 -0.398537 -0.835328 0.12 -0.11 0.06 0.225
```
Forces are in eV/Å.

- Gap between HOMO and LUMO (spin up / spin down): 6.06 / 8.59 eV
- HOMO energy (spin up / spin down): -6.216 / -8.106 eV
- E_tot: -304.6440 Eh
- M: 96.133 g mol⁻¹
- Relative energy (zero: lowest compared OMol25 entry of this formula, charge and spin): 502.7 kJ/mol
- Total charge: 0

=====

Entry 3:
C5H8N2 in the gas phase, computed with ωB97M-V/def2-TZVPD.

XYZ file:
```
15
Properties=species:S:1:pos:R:3:forces:R:3:nbo_charge:R:1
C 2.569562 -0.877669 0.037062 -0.84 0.25 0.22 -0.267
C 1.549771 -0.205357 0.014601 -1.16 -1.04 -1.04 -0.039
C 0.121002 0.409143 -0.209150 -0.10 -0.25 3.19 0.051
N 0.153990 1.858997 -0.186524 2.92 2.38 1.77 -0.826
C -0.957132 -0.089646 0.998863 2.46 2.56 1.06 -0.181
N -1.584169 -0.946229 0.099652 -1.05 -3.54 -1.60 -0.664
C -0.918538 -0.386424 -1.093256 0.24 -0.87 -0.38 -0.219
H 3.420349 -1.568697 0.113748 -0.82 1.00 -0.07 0.250
H 0.375300 2.203410 0.928388 -0.76 -1.38 -4.12 0.363
H 1.039580 2.230817 -0.729271 -2.29 -0.95 1.36 0.365
H -1.658650 0.766956 1.356943 1.35 -1.14 -0.61 0.182
H -0.345935 -0.457432 1.849094 -0.76 -0.21 -0.30 0.195
H -1.561338 -1.996158 0.182440 0.30 1.87 0.30 0.376
H -0.480428 -1.143038 -1.808815 -0.48 0.85 0.70 0.200
H -1.723361 0.201328 -1.553776 0.99 0.47 -0.47 0.214
```
Forces are in eV/Å.

- Gap between HOMO and LUMO: 9.51 eV
- HOMO energy: -8.618 eV
- E_tot: -304.6588 Eh
- M: 96.133 g mol⁻¹
- SMILES: C#CC1(N)CNC1
- Relative energy (zero: lowest compared OMol25 entry of this formula, charge and spin): 463.9 kJ/mol
- Total charge: 0

=====

Entry 4:
C5H8N2 in the gas phase, computed with ωB97M-V/def2-TZVPD.

XYZ file:
```
15
Properties=species:S:1:pos:R:3:forces:R:3:nbo_charge:R:1
C 0.732170 -1.302036 0.018736 0.55 -0.02 0.25 -0.646
C -0.672365 0.606682 -1.063631 -0.65 1.26 -0.66 0.196
C -1.239206 0.913301 0.318434 -0.17 0.08 -0.01 -0.665
C -2.155639 -0.057307 0.912789 -0.67 -0.61 0.29 0.293
N -2.857621 -0.822288 1.423129 0.72 0.74 -0.53 -0.321
C 1.359513 0.123500 -0.123304 0.14 -0.63 0.38 -0.236
N 0.620804 0.928697 -1.103879 -0.54 -0.88 -0.25 -0.615
H 1.316032 -1.767620 0.803928 0.13 -0.52 0.06 0.217
H -0.322023 -1.436636 0.314039 0.51 0.61 -0.08 0.231
H 0.841966 -1.870980 -0.914458 0.19 0.21 0.22 0.218
H -1.838089 1.743444 -0.070267 -0.28 0.22 0.38 0.298
H -0.590559 1.331721 1.103928 0.04 -0.28 -0.21 0.231
H 2.359637 -0.042839 -0.522805 0.08 0.24 0.15 0.213
H 1.443386 0.656054 0.829654 0.01 -0.26 -0.16 0.202
H 1.017865 0.901780 -2.038197 -0.06 -0.17 0.15 0.384
```
Forces are in eV/Å.

- Gap between HOMO and LUMO: 9.10 eV
- HOMO energy: -8.567 eV
- E_tot: -304.6995 Eh
- M: 96.133 g mol⁻¹
- Relative energy (zero: lowest compared OMol25 entry of this formula, charge and spin): 357.1 kJ/mol
- Total charge: 0

=====

Look up the E_tot of the first one.
-304.6612 Eh